The following is a DFT calculation (ωB97M-V/def2-TZVPD) of a cluster of 5 separate species, C50H67BrCl2F6N3O3S in total.

Each line ends with the Mulliken charge.
Geometry (Å):
1 C 3.75 4.17 0.30  -0.96
2 C 3.34 2.68 -0.16  -0.38
3 C 2.61 1.83 0.99  -0.14
4 C 1.83 0.61 0.29  -0.23
5 C 0.35 0.41 0.93  -1.22
6 C -0.63 -0.45 -0.03  1.19
7 C -0.90 0.28 -1.42  0.71
8 C -1.37 1.80 -1.42  -1.38
9 C -2.82 2.04 -2.14  0.61
10 C -3.58 3.34 -1.60  -0.77
11 O -4.98 3.13 -1.27  -0.35
12 C -5.28 3.75 0.01  -0.63
13 C -1.97 -0.76 0.86  -1.67
14 Br -2.70 0.83 1.80  0.10
15 N -3.03 -1.52 0.06  2.01
16 C -4.01 -2.01 1.09  -0.48
17 S -5.70 -1.29 1.05  -0.42
18 C -5.78 0.38 0.25  0.83
19 C -7.16 0.50 -0.59  -0.88
20 C -2.32 -2.62 -0.62  -2.40
21 N -2.87 -3.26 -1.65  0.54
22 C -4.21 -3.02 -2.26  -0.28
23 Cl -5.60 -3.80 -1.30  -0.08
24 C -4.51 -1.53 -2.73  1.42
25 C -3.44 -1.19 -3.91  -0.89
26 Cl -6.15 -1.61 -3.61  -0.10
27 N -1.00 -2.98 -0.23  1.57
28 C -0.80 -4.23 0.50  -1.06
29 C -1.23 -4.26 2.05  -0.24
30 O -2.62 -4.72 2.23  -0.36
31 C -3.05 -4.40 3.55  0.29
32 O -3.45 -5.25 4.35  -0.46
33 C 0.02 -1.93 -0.18  0.41
34 F 0.88 -2.24 0.96  -0.48
35 C 0.95 -2.11 -1.46  -0.78
36 C 1.81 -3.47 -1.49  -0.53
37 C 3.04 -3.24 -2.50  -0.34
38 F 4.04 -4.26 -2.30  -0.23
39 H 4.23 4.20 1.33  0.29
40 H 4.52 4.55 -0.46  0.20
41 H 2.86 4.89 0.23  0.25
42 H 2.57 2.81 -1.01  0.14
43 H 4.28 2.13 -0.49  0.29
44 H 1.87 2.45 1.61  0.25
45 H 3.41 1.42 1.68  0.15
46 H 1.76 0.81 -0.84  0.06
47 H 2.45 -0.34 0.45  0.29
48 H -0.02 1.49 1.08  0.46
49 H 0.41 -0.02 2.00  0.15
50 H -0.01 0.24 -2.15  0.83
51 H -1.74 -0.31 -1.96  -1.72
52 H -1.42 2.32 -0.41  0.34
53 H -0.64 2.42 -2.06  0.34
54 H -3.41 1.07 -2.06  -0.63
55 H -2.63 2.21 -3.26  0.58
56 H -3.56 4.15 -2.42  0.21
57 H -3.07 3.75 -0.65  0.38
58 H -4.82 4.79 0.10  0.41
59 H -4.86 3.11 0.85  0.16
60 H -6.41 3.80 0.14  0.24
61 H -1.57 -1.42 1.72  0.32
62 H -4.11 -3.15 0.92  0.45
63 H -3.63 -1.91 2.17  0.22
64 H -4.86 0.69 -0.34  -0.76
65 H -5.88 1.15 1.10  0.31
66 H -6.96 0.25 -1.68  0.17
67 H -7.53 1.59 -0.53  0.28
68 H -7.97 -0.14 -0.11  0.36
69 H -2.29 -4.01 -2.07  0.42
70 H -4.22 -3.64 -3.24  0.48
71 H -4.53 -0.75 -1.91  -1.01
72 H -3.44 -0.09 -4.19  0.27
73 H -3.70 -1.87 -4.80  0.48
74 H -2.41 -1.54 -3.55  0.10
75 H -1.43 -5.05 0.00  0.38
76 H 0.27 -4.65 0.48  0.45
77 H -0.59 -5.08 2.54  0.42
78 H -1.00 -3.30 2.63  0.27
79 H -2.98 -3.29 3.86  0.26
80 H 0.24 -2.16 -2.37  0.11
81 H 1.67 -1.25 -1.68  0.48
82 H 2.12 -3.87 -0.48  0.31
83 H 1.14 -4.26 -2.01  0.17
84 H 2.70 -3.23 -3.60  0.27
85 H 3.51 -2.22 -2.27  0.24
86 F -4.12 2.90 3.02  -0.18
87 C -4.66 2.61 4.22  0.57
88 C -5.64 3.44 4.74  -0.51
89 C -6.21 3.14 5.98  -0.49
90 C -5.78 2.02 6.69  -0.50
91 C -4.79 1.20 6.16  -0.65
92 C -4.24 1.49 4.92  -0.10
93 H -5.96 4.31 4.18  0.42
94 H -6.98 3.79 6.39  0.38
95 H -6.22 1.80 7.65  0.38
96 H -4.46 0.33 6.71  0.38
97 H -3.47 0.85 4.49  0.27
98 F 2.87 2.23 3.84  -0.27
99 C 3.21 1.46 4.89  0.38
100 C 4.54 1.40 5.28  -0.34
101 C 4.90 0.61 6.37  -0.43
102 C 3.92 -0.11 7.05  -0.49
103 C 2.59 -0.04 6.65  -0.53
104 C 2.23 0.76 5.56  -0.40
105 H 5.29 1.96 4.73  0.42
106 H 5.93 0.56 6.68  0.37
107 H 4.20 -0.73 7.90  0.37
108 H 1.83 -0.61 7.17  0.36
109 H 1.20 0.83 5.24  0.53
110 F 4.05 6.32 -1.87  -0.22
111 C 4.86 6.69 -2.87  0.37
112 C 4.90 8.02 -3.26  -0.46
113 C 5.74 8.40 -4.30  -0.38
114 C 6.52 7.45 -4.95  -0.50
115 C 6.47 6.12 -4.55  -0.37
116 C 5.64 5.73 -3.51  -0.30
117 H 4.28 8.74 -2.75  0.40
118 H 5.78 9.44 -4.61  0.36
119 H 7.17 7.75 -5.76  0.36
120 H 7.08 5.38 -5.06  0.35
121 H 5.60 4.70 -3.18  0.42
122 F 7.92 -7.65 -6.43  -0.31
123 C 7.37 -7.13 -5.32  0.27
124 C 7.17 -5.76 -5.25  -0.35
125 C 6.60 -5.22 -4.10  -0.35
126 C 6.24 -6.05 -3.04  -0.46
127 C 6.46 -7.42 -3.13  -0.39
128 C 7.02 -7.97 -4.28  -0.34
129 H 7.46 -5.13 -6.08  0.40
130 H 6.42 -4.15 -4.04  0.35
131 H 5.80 -5.63 -2.15  0.42
132 H 6.19 -8.07 -2.30  0.36
133 H 7.19 -9.03 -4.36  0.40

Calculated values
LUMO energy ... -4.40 eV
Charge ... +1
Energy ... -6826.69287 hartree



The following is a DFT calculation (ωB97M-V/def2-TZVPD) of a cluster of 7 separate species, C50H67BrF6N9O8P2S in total.

Each line ends with the Mulliken charge.
Geometry (Å):
1 C 4.48 -1.17 0.72  -0.78
2 C 3.09 -0.81 1.26  -0.95
3 C 1.96 -1.71 0.70  -0.34
4 C 1.13 -0.97 -0.34  -0.15
5 C 0.28 0.13 0.33  -1.98
6 C -1.10 0.45 -0.24  -0.07
7 C -2.11 -0.69 -0.12  -0.03
8 O -2.14 -1.09 1.26  -0.27
9 C -2.22 -2.45 1.53  -0.28
10 O -3.18 -2.85 2.11  -0.51
11 C -1.13 -3.40 1.19  1.06
12 C -0.88 -3.90 -0.09  -0.29
13 C 0.14 -4.81 -0.33  -0.76
14 C 0.95 -5.24 0.72  -0.60
15 C 0.67 -4.77 2.00  -0.83
16 C -0.35 -3.87 2.25  -0.40
17 C -3.55 -0.20 -0.45  -0.19
18 C -4.43 -1.40 -0.89  -1.18
19 C -5.76 -1.50 -0.18  0.16
20 C -6.51 -2.74 -0.65  -1.47
21 F -5.55 -1.58 1.18  -0.34
22 C -3.69 1.13 -1.26  2.23
23 C -4.87 1.04 -2.23  -3.56
24 O -4.58 0.21 -3.35  -0.06
25 C -5.35 0.41 -4.46  0.79
26 F -5.17 -0.64 -5.24  -0.20
27 F -5.03 1.51 -5.14  -0.31
28 F -6.65 0.50 -4.14  -0.25
29 P -4.43 2.33 0.00  -0.29
30 O -5.76 1.63 0.55  -0.53
31 O -3.43 2.40 1.26  -0.33
32 S -4.83 4.07 -0.65  -0.32
33 N -2.44 1.81 -1.81  0.15
34 P -2.70 2.72 -3.50  0.50
35 O -1.30 2.38 -4.18  -0.42
36 Br -2.33 4.85 -2.98  -0.19
37 C -1.07 1.09 -1.68  -0.76
38 C -0.05 2.26 -1.56  -2.21
39 N 1.34 2.00 -1.71  0.42
40 C 2.14 2.85 -2.57  -1.14
41 N -0.81 0.05 -2.67  2.16
42 C 0.38 -0.09 -3.44  0.40
43 O 0.89 -1.13 -3.57  -0.44
44 F 0.80 0.95 -4.11  -0.21
45 C -1.81 -0.65 -3.38  -0.34
46 O -2.20 -0.35 -4.44  -0.46
47 F -2.21 -1.78 -2.84  -0.10
48 H 4.69 -2.23 0.85  -0.04
49 H 4.62 -0.84 -0.30  0.19
50 H 5.22 -0.64 1.32  0.40
51 H 3.13 -0.96 2.33  0.42
52 H 2.86 0.24 1.13  0.27
53 H 1.34 -2.00 1.55  -0.28
54 H 2.41 -2.59 0.25  0.73
55 H 0.47 -1.64 -0.89  -0.07
56 H 1.86 -0.59 -1.05  0.66
57 H 0.16 -0.17 1.37  1.17
58 H 0.89 1.02 0.42  0.76
59 H -1.50 1.24 0.40  -0.13
60 H -1.84 -1.57 -0.69  -0.06
61 H -1.49 -3.58 -0.92  0.68
62 H 0.28 -5.15 -1.34  0.48
63 H 1.75 -5.92 0.52  0.50
64 H 1.29 -5.11 2.82  0.62
65 H -0.52 -3.52 3.26  0.57
66 H -3.94 -0.02 0.55  1.44
67 H -3.90 -2.30 -0.58  0.87
68 H -4.56 -1.52 -1.96  -0.02
69 H -6.40 -0.64 -0.37  0.29
70 H -5.81 -3.51 -0.97  0.26
71 H -7.25 -2.51 -1.41  0.37
72 H -7.04 -3.12 0.22  0.47
73 H -5.72 0.63 -1.70  0.68
74 H -5.22 2.02 -2.56  1.00
75 H -5.61 1.20 1.41  0.45
76 H -3.13 1.53 1.58  0.50
77 H -2.28 2.63 -1.20  0.93
78 H -1.43 2.14 -5.11  0.43
79 H -0.24 2.67 -0.55  0.67
80 H -0.30 3.10 -2.20  0.27
81 H 1.68 1.07 -1.56  0.22
82 H 2.29 3.81 -2.09  0.31
83 H 3.11 2.38 -2.70  0.36
84 H 1.70 3.00 -3.56  0.37
85 N -2.60 4.37 3.26  0.11
86 C -1.45 5.11 3.18  -0.43
87 C -1.10 5.48 4.44  -0.66
88 C -2.07 4.95 5.33  -0.58
89 C -2.98 4.27 4.58  -0.40
90 H -3.09 3.96 2.48  0.27
91 H -0.99 5.30 2.22  0.43
92 H -0.24 6.08 4.70  0.42
93 H -2.09 5.06 6.40  0.48
94 H -3.87 3.73 4.86  0.37
95 N -5.94 -5.85 -4.06  0.04
96 C -6.31 -4.90 -4.98  -0.71
97 C -5.51 -3.81 -4.80  -0.79
98 C -4.62 -4.10 -3.74  0.59
99 C -4.91 -5.37 -3.30  -1.20
100 H -6.36 -6.75 -3.96  0.18
101 H -7.11 -5.10 -5.67  0.43
102 H -5.56 -2.90 -5.38  0.55
103 H -3.85 -3.46 -3.34  0.49
104 H -4.47 -5.97 -2.52  0.44
105 N 4.38 -4.54 2.26  0.18
106 C 5.10 -5.18 1.29  -0.34
107 C 6.40 -5.26 1.71  -0.61
108 C 6.47 -4.64 2.99  -0.50
109 C 5.21 -4.22 3.30  -0.56
110 H 3.40 -4.34 2.22  0.16
111 H 4.63 -5.52 0.38  0.36
112 H 7.22 -5.70 1.16  0.43
113 H 7.34 -4.53 3.61  0.43
114 H 4.83 -3.71 4.18  0.39
115 N -4.27 7.47 9.26  0.00
116 C -3.75 8.71 9.01  -0.42
117 C -3.56 8.82 7.66  -0.58
118 C -3.99 7.60 7.07  -0.18
119 C -4.43 6.79 8.08  -0.60
120 H -4.51 7.12 10.17  0.19
121 H -3.56 9.41 9.81  0.37
122 H -3.16 9.68 7.14  0.38
123 H -3.98 7.34 6.02  0.46
124 H -4.83 5.79 8.07  0.39
125 N 5.63 1.99 -0.41  0.18
126 C 6.30 1.24 -1.33  -0.69
127 C 7.52 0.91 -0.80  0.20
128 C 7.59 1.49 0.49  -0.45
129 C 6.41 2.15 0.71  -0.71
130 H 4.71 2.38 -0.53  0.14
131 H 5.86 1.00 -2.29  0.39
132 H 8.28 0.32 -1.29  0.13
133 H 8.41 1.43 1.19  0.42
134 H 6.05 2.71 1.56  0.38
135 N 10.27 -0.80 -3.30  0.05
136 C 10.95 -1.56 -4.22  -0.56
137 C 12.16 -1.89 -3.69  -0.33
138 C 12.22 -1.32 -2.39  -0.61
139 C 11.05 -0.66 -2.18  -0.20
140 H 9.36 -0.42 -3.42  0.17
141 H 10.50 -1.79 -5.17  0.37
142 H 12.92 -2.48 -4.17  0.39
143 H 13.04 -1.39 -1.69  0.38
144 H 10.69 -0.09 -1.33  0.35

Calculated values
LUMO energy ... -3.25 eV
Charge ... +1
Energy ... -7294.07338 hartree
Relative energy (zero: lowest compared OMol25 entry of this formula, charge and spin) ... 0.0 kJ/mol



The following is a DFT calculation (ωB97M-V/def2-TZVPD) of a structure of composition C50H67FN5S3SbTi.

Each line ends with the Mulliken charge.
Geometry (Å):
1 Ti -0.08 1.28 0.37  0.10
2 C 1.78 -1.95 4.39  -1.05
3 C 1.03 -2.23 3.26  -0.93
4 C 1.02 -1.35 2.19  0.88
5 C 1.73 -0.15 2.24  -0.55
6 C 2.48 0.13 3.39  -0.41
7 C 2.51 -0.77 4.44  -1.02
8 N 1.64 0.77 1.17  1.46
9 C 2.78 1.40 0.66  0.32
10 C 4.11 1.19 1.00  -0.55
11 C 5.11 1.91 0.36  -1.12
12 C 4.80 2.85 -0.62  -0.82
13 C 3.47 3.04 -0.99  -0.50
14 C 2.49 2.31 -0.36  -0.16
15 N 1.12 2.33 -0.69  1.94
16 N 0.84 2.81 -1.95  -0.77
17 C -0.35 2.39 -2.31  0.01
18 C -0.95 2.77 -3.56  -1.42
19 C -2.17 2.29 -3.88  -0.78
20 C -2.86 1.41 -2.99  -0.91
21 C -2.27 1.10 -1.81  -0.45
22 N -1.04 1.58 -1.44  1.90
23 H 1.80 -2.65 5.22  0.37
24 H 0.46 -3.15 3.19  0.41
25 H 0.48 -1.60 1.28  -0.08
26 H 3.02 1.06 3.46  0.80
27 H 3.11 -0.55 5.32  0.43
28 H 4.38 0.46 1.75  0.50
29 H 6.15 1.74 0.63  0.40
30 H 5.59 3.41 -1.11  0.42
31 H 3.20 3.73 -1.78  0.47
32 H -0.40 3.44 -4.20  0.57
33 H -2.63 2.57 -4.82  0.43
34 H -3.82 0.99 -3.24  0.49
35 H -2.76 0.44 -1.11  0.06
36 C -2.20 -5.28 -3.06  -0.84
37 C -2.61 -3.88 -3.50  -1.07
38 S -2.68 -2.60 -2.23  0.48
39 C -3.81 -3.29 -1.01  -1.21
40 C -3.23 -4.27 0.03  -1.32
41 S -1.57 -3.84 0.63  0.34
42 C -0.68 -5.41 0.52  -0.83
43 C -0.83 -6.24 -0.75  -1.19
44 S -0.54 -5.37 -2.32  0.06
45 H -2.20 -5.93 -3.94  0.57
46 H -2.92 -5.69 -2.36  0.35
47 H -3.58 -3.95 -4.00  0.69
48 H -1.90 -3.49 -4.23  0.18
49 H -4.65 -3.76 -1.52  0.66
50 H -4.20 -2.41 -0.50  0.42
51 H -3.17 -5.27 -0.38  0.36
52 H -3.92 -4.32 0.88  0.59
53 H -0.93 -6.04 1.38  0.62
54 H 0.37 -5.11 0.63  0.19
55 H -1.81 -6.71 -0.81  0.55
56 H -0.11 -7.06 -0.70  0.53
57 C -1.16 5.01 -0.48  -1.95
58 C -2.33 4.84 0.48  0.80
59 C -3.37 3.85 -0.05  -1.40
60 C -1.81 4.62 1.89  0.69
61 C -1.84 5.76 2.70  -1.34
62 C -1.35 5.75 3.99  -1.49
63 C -0.78 4.60 4.49  -0.56
64 C -0.71 3.44 3.72  0.84
65 C -0.07 2.21 4.34  2.25
66 C 1.16 2.55 5.17  -1.88
67 C -1.06 1.42 5.20  -1.56
68 C -1.25 3.44 2.42  -0.90
69 N -1.29 2.18 1.71  1.80
70 C -2.40 1.41 2.02  -0.08
71 C -3.54 1.84 2.72  -0.86
72 C -4.61 0.99 2.96  -0.90
73 C -4.61 -0.32 2.53  -1.08
74 C -3.51 -0.79 1.82  -1.16
75 C -2.48 0.09 1.60  0.41
76 F -1.38 -0.36 0.84  0.96
77 H -1.50 5.16 -1.51  0.35
78 H -0.51 4.14 -0.46  0.77
79 H -0.55 5.88 -0.19  0.49
80 H -2.85 5.81 0.52  0.72
81 H -2.96 2.86 -0.19  -0.06
82 H -3.73 4.19 -1.02  0.52
83 H -4.23 3.78 0.62  0.37
84 H -2.26 6.67 2.29  0.42
85 H -1.39 6.65 4.60  0.37
86 H -0.38 4.60 5.49  0.32
87 H 0.25 1.56 3.52  -1.01
88 H 0.91 3.11 6.07  0.58
89 H 1.89 3.13 4.60  0.37
90 H 1.65 1.63 5.50  0.32
91 H -1.41 2.03 6.03  0.34
92 H -0.58 0.52 5.60  0.43
93 H -1.94 1.09 4.63  0.26
94 H -3.57 2.86 3.09  0.49
95 H -5.46 1.38 3.51  0.43
96 H -5.44 -0.98 2.74  0.44
97 H -3.41 -1.81 1.49  0.65
98 C 3.14 0.91 -3.61  -1.28
99 C 3.48 -0.18 -2.60  1.67
100 C 4.53 -1.13 -3.18  -1.47
101 Sb 1.62 -1.06 -1.86  -0.98
102 C 2.38 -2.88 -0.92  1.69
103 C 3.50 -2.55 0.07  -1.07
104 C 2.82 -4.00 -1.86  -1.53
105 C 0.73 -1.88 -3.66  1.91
106 C -0.23 -0.84 -4.24  -0.95
107 C 1.65 -2.41 -4.75  -1.84
108 H 4.05 1.45 -3.89  0.42
109 H 2.44 1.64 -3.20  0.22
110 H 2.72 0.50 -4.53  0.28
111 H 3.89 0.29 -1.71  -0.56
112 H 4.17 -1.65 -4.07  0.21
113 H 4.88 -1.87 -2.47  0.32
114 H 5.40 -0.54 -3.49  0.48
115 H 1.51 -3.23 -0.36  -0.81
116 H 4.40 -2.22 -0.44  0.19
117 H 3.76 -3.44 0.65  0.49
118 H 3.22 -1.77 0.78  0.16
119 H 3.70 -3.72 -2.44  0.23
120 H 2.03 -4.30 -2.56  0.10
121 H 3.09 -4.89 -1.28  0.47
122 H 0.14 -2.71 -3.24  -1.01
123 H 0.32 0.03 -4.61  0.46
124 H -0.95 -0.49 -3.51  -0.21
125 H -0.78 -1.26 -5.09  0.52
126 H 2.24 -1.61 -5.19  0.34
127 H 1.06 -2.85 -5.55  0.43
128 H 2.34 -3.18 -4.39  0.33

Calculated values
LUMO energy (spin up / spin down) ... -0.24 / 0.09 eV
Energy ... -4603.43006 hartree
Relative energy (zero: lowest compared OMol25 entry of this formula, charge and spin) ... 31.8 kJ/mol